No. 1
Computed, not measured: a 12-piece molecular cluster, C38H74Cl16NO8 overall at a distorted geometry, with ωB97M-V/def2-TZVPD.

```
137
Properties=species:S:1:pos:R:3
C -2.084 0.069 -1.209
C -0.889 -0.736 -0.715
C 0.293 0.098 -0.042
N 1.627 -0.567 0.169
C 2.633 0.493 0.699
C 2.183 -1.237 -1.092
C 2.161 -2.755 -0.844
C 2.217 -2.881 0.669
C 1.486 -1.701 1.198
H -1.838 0.860 -1.917
H -2.706 0.343 -0.356
H -2.757 -0.547 -1.805
H -0.568 -1.295 -1.594
H -1.293 -1.530 -0.087
H 0.029 0.599 0.889
H 0.630 0.803 -0.802
H 2.830 1.179 -0.125
H 3.534 0.029 1.099
H 2.227 1.065 1.534
H 3.236 -0.954 -1.108
H 1.660 -0.931 -1.997
H 2.920 -3.336 -1.369
H 1.181 -3.124 -1.148
H 3.254 -2.853 1.004
H 1.825 -3.839 1.009
H 1.942 -1.335 2.117
H 0.436 -1.947 1.355
Cl 3.902 1.086 -2.727
C 3.590 1.620 -4.411
C 2.953 3.010 -4.569
Cl 4.245 4.106 -3.834
H 2.899 0.897 -4.844
H 4.545 1.574 -4.935
H 2.100 3.062 -3.892
H 2.660 3.263 -5.587
Cl 0.870 1.483 3.562
C -0.509 2.628 3.205
C 0.070 4.043 3.273
Cl -1.244 5.140 3.310
H -1.254 2.477 3.986
H -0.924 2.315 2.246
H 0.595 4.472 2.419
H 0.597 4.141 4.222
Cl 5.293 3.452 3.648
C 5.274 1.715 4.152
C 6.218 0.849 3.310
Cl 5.754 0.858 1.604
H 4.230 1.401 4.154
H 5.395 1.750 5.234
H 6.101 -0.157 3.712
H 7.236 1.216 3.442
Cl -2.049 2.042 -7.333
C -0.858 3.081 -6.467
C -0.750 2.531 -5.040
Cl 0.188 1.037 -4.822
H -1.241 4.100 -6.522
H 0.085 2.904 -6.985
H -1.652 2.211 -4.518
H -0.334 3.289 -4.377
Cl -1.698 -3.674 -2.456
C -3.281 -4.370 -2.836
C -4.260 -3.723 -1.906
Cl -5.927 -4.391 -2.032
H -3.149 -5.407 -2.525
H -3.605 -4.194 -3.861
H -4.416 -2.686 -2.202
H -3.966 -3.639 -0.860
Cl -1.807 -3.226 -6.337
C -2.478 -1.586 -6.727
C -3.822 -1.090 -6.043
Cl -3.536 -0.366 -4.476
H -2.623 -1.646 -7.806
H -1.695 -0.850 -6.545
H -4.439 -1.943 -5.758
H -4.388 -0.402 -6.672
Cl 5.814 -2.073 -0.375
C 6.876 -2.500 -1.765
C 8.175 -3.171 -1.254
Cl 7.787 -4.660 -0.362
H 7.163 -1.559 -2.234
H 6.329 -3.170 -2.429
H 8.670 -2.438 -0.617
H 8.906 -3.479 -2.001
Cl 0.385 3.659 -0.367
C 0.701 5.275 -0.973
C -0.637 6.104 -1.140
Cl -1.675 5.203 -2.352
H 1.362 5.131 -1.828
H 1.375 5.763 -0.269
H -0.368 7.100 -1.491
H -1.195 6.139 -0.205
C -5.690 1.145 -1.868
O -5.099 1.511 -0.611
C -4.811 2.928 -0.465
C -3.571 3.270 0.374
O -3.638 2.581 1.571
C -4.567 3.003 2.508
H -5.542 0.065 -1.889
H -5.054 1.362 -2.727
H -6.727 1.375 -2.113
H -5.673 3.425 -0.020
H -4.771 3.441 -1.426
H -3.519 4.338 0.586
H -2.673 2.977 -0.170
H -4.403 4.054 2.745
H -4.483 2.491 3.466
H -5.611 2.827 2.250
C 0.177 -2.560 4.401
O 1.542 -3.012 4.612
C 2.385 -1.960 5.067
C 3.854 -2.304 4.915
O 4.274 -2.612 3.591
C 5.216 -3.661 3.516
H 0.136 -1.699 3.734
H -0.174 -2.260 5.389
H -0.476 -3.332 3.995
H 2.132 -1.747 6.106
H 2.230 -1.016 4.545
H 3.934 -3.196 5.537
H 4.446 -1.454 5.254
H 4.860 -4.655 3.787
H 5.965 -3.446 4.279
H 5.870 -3.543 2.652
C -5.546 -1.063 3.809
C -5.151 -0.852 2.571
C -4.347 -1.812 1.809
O -4.100 -1.736 0.558
C -3.744 -2.862 2.619
C -4.086 -3.091 3.904
C -5.104 -2.176 4.650
O -5.440 -2.335 5.844
O -3.452 -4.086 4.561
O -5.798 0.074 1.800
H -6.231 -0.350 4.243
H -3.045 -3.588 2.232
H -3.796 -4.183 5.452
H -5.433 0.028 0.913
```

Results
gap between HOMO and LUMO (alpha / beta)	4.15 / 6.51	eV
E	-258830.261	eV
lowest unoccupied orbital energy (alpha / beta)	-0.18 / -0.18	eV
spin multiplicity	2


No. 2
Computed, not measured: a 2-piece molecular cluster, C2H10N2 overall at a distorted geometry, with ωB97M-V/def2-TZVPD.

```
14
Properties=species:S:1:pos:R:3
C 1.204 -1.164 1.283
N 0.756 -1.415 -0.165
H 0.421 -1.384 1.965
H 2.100 -1.751 1.529
H 1.409 -0.120 1.373
H 0.167 -0.660 -0.496
H 0.462 -2.335 -0.358
C -0.548 1.679 -0.803
N -1.400 0.511 -0.881
H -0.236 1.785 -1.880
H -1.165 2.524 -0.559
H 0.349 1.459 -0.238
H -1.309 -0.180 -0.117
H -2.210 1.051 -0.652
```

Results
charge	-1
gap between HOMO and LUMO (alpha / beta)	2.93 / 9.92	eV
E	-5213.409	eV
lowest unoccupied orbital energy (alpha / beta)	4.36 / 4.63	eV
spin multiplicity	2


No. 3
Computed, not measured: one molecule with the formula C2H4N2S2 at a distorted geometry, with ωB97M-V/def2-TZVPD.

```
10
Properties=species:S:1:pos:R:3
H 2.650 -1.110 0.507
N 2.082 -0.731 -0.258
C 1.198 0.000 0.269
N 0.359 0.667 -0.630
S -1.056 1.454 -0.156
C -2.057 0.089 0.142
S -1.692 -1.403 -0.255
H 1.078 0.214 1.381
H 0.481 0.410 -1.572
H -3.042 0.410 0.572
```

Results
gap between HOMO and LUMO	8.65	eV
E	-26788.288	eV
SMILES	[H]/N=C/NSC=S
lowest unoccupied orbital energy	-0.27	eV


No. 4
Computed, not measured: C9H21ClHfNO5P2 as an isolated structure at a distorted geometry, with ωB97M-V/def2-TZVPD.

```
40
Properties=species:S:1:pos:R:3
C -3.043 0.602 -1.514
C -1.885 -0.121 -1.035
H -3.875 -0.112 -1.734
H -2.723 1.154 -2.441
H -3.324 1.350 -0.733
O -1.570 -1.295 -0.962
Cl -0.709 2.299 -0.771
Hf 0.722 0.579 0.267
P 1.239 -0.196 -2.174
C 1.683 -1.917 -2.542
C 0.363 0.326 -3.687
H 1.062 0.263 -4.531
H 3.142 0.638 -3.369
H 0.004 1.357 -3.581
H 2.749 1.741 -2.015
H 0.779 -2.542 -2.561
H -0.496 -0.336 -3.869
C 2.836 0.685 -2.319
H 2.171 -1.943 -3.523
H 3.578 0.195 -1.676
H 2.359 -2.308 -1.769
P -1.044 0.348 2.190
C -1.160 -1.160 3.199
C -0.177 1.505 3.324
H -2.812 1.940 1.694
H -3.051 1.109 3.270
H -3.437 0.262 1.738
C -2.754 0.977 2.223
H 0.104 2.448 2.825
H -0.869 1.736 4.143
H -1.695 -0.914 4.125
H -0.152 -1.532 3.433
H 0.738 1.037 3.714
H -1.703 -1.951 2.660
C 0.704 -1.548 0.613
O 0.669 -2.707 0.822
O 3.472 -1.304 0.860
N 2.894 -0.631 1.659
O 2.757 -0.825 2.878
O 2.451 0.791 1.170
```

Results
charge	+3
gap between HOMO and LUMO	6.92	eV
E	-53774.223	eV
lowest unoccupied orbital energy	-14.13	eV


Q: Which of these has the lowest E?
A: C38H74Cl16NO8